(1)
{
  "formula": "C32H54BrF2N3O16",
  "method": "the ωB97M-V functional and the def2-TZVPD basis",
  "energy_ev": -146761.8042,
  "smiles": "CC[C@]1(N=C=O)OC(=O)[C@@](C[C@H](O)CN)(C(=O)NC(=O)F)[C@]1(F)Br.CCOC(C)=O.CCOC(C)=O.CCOC(C)=O.CCOC(C)=O.CCOC(C)=O",
  "e_homo_ev": -8.5,
  "total_charge": 0,
  "species": ["C", "C", "C", "N", "C", "O", "O", "C", "O", "C", "C", "C", "O", "C", "N", "C", "O", "N", "C", "O", "F", "C", "F", "Br", "H", "H", "H", "H", "H", "H", "H", "H", "H", "H", "H", "H", "H", "H", "O", "C", "O", "C", "C", "C", "H", "H", "H", "H", "H", "H", "H", "H", "O", "C", "O", "C", "C", "C", "H", "H", "H", "H", "H", "H", "H", "H", "O", "C", "O", "C", "C", "C", "H", "H", "H", "H", "H", "H", "H", "H", "O", "C", "O", "C", "C", "C", "H", "H", "H", "H", "H", "H", "H", "H", "O", "C", "O", "C", "C", "C", "H", "H", "H", "H", "H", "H", "H", "H"],
  "positions_angstrom": [[-3.5165, 2.0674, -2.7222], [-3.7915, 0.7384, -1.8094], [-2.7632, 0.6126, -0.5689], [-3.5953, 0.7533, 0.6716], [-4.1791, -0.3688, 0.9952], [-4.8450, -1.4028, 1.1515], [-2.0051, 1.8826, -0.5976], [-0.9493, 1.6800, 0.3750], [-0.6170, 2.7147, 1.0037], [-0.4732, 0.1414, 0.4710], [0.9843, -0.1810, -0.1232], [2.2087, -0.0425, 0.9020], [2.1817, -0.9868, 2.0093], [2.4959, 1.5016, 1.3839], [2.3291, 1.7009, 2.8600], [-0.8602, -0.2564, 1.9735], [-1.4658, -1.3299, 2.3146], [-0.4664, 0.6322, 3.1364], [-1.6470, 1.2051, 3.7979], [-1.4459, 2.1855, 4.5786], [-2.9903, 0.7580, 3.6277], [-1.5546, -0.4465, -0.6133], [-1.8941, -1.8567, -0.5117], [-1.0082, -0.3680, -2.5587], [-3.7245, 3.0448, -2.1302], [-2.4553, 2.0653, -3.1838], [-4.2763, 2.0638, -3.5915], [-4.8399, 0.9251, -1.3424], [-3.9046, -0.2150, -2.4402], [1.1809, 0.6039, -0.9567], [0.9773, -1.2392, -0.5591], [3.1598, -0.3206, 0.2882], [3.0182, -0.8996, 2.5197], [3.6067, 1.7483, 1.1490], [1.8932, 2.2562, 0.7373], [3.2893, 1.7190, 3.2610], [1.9817, 2.6677, 3.0080], [0.0518, -0.0196, 3.7635], [3.2401, -2.1706, -2.0935], [2.7675, -3.2803, -2.2405], [2.7744, -3.8655, -3.4483], [2.4257, -5.2415, -3.6843], [0.9298, -5.3969, -3.8664], [2.0800, -3.9770, -1.0990], [2.8224, -5.8868, -2.9013], [2.9311, -5.5323, -4.6083], [0.3825, -5.1048, -2.9672], [0.6772, -6.4324, -4.1036], [0.5750, -4.7532, -4.6761], [1.0404, -3.6483, -1.0496], [2.5878, -3.7027, -0.1714], [2.1230, -5.0626, -1.1596], [4.4462, 3.1521, 2.3146], [5.5502, 3.4742, 1.9240], [6.5659, 2.5947, 1.9681], [7.8472, 2.8038, 1.3534], [8.7723, 3.5732, 2.2742], [5.8248, 4.8828, 1.4781], [7.7410, 3.2760, 0.3736], [8.2658, 1.8104, 1.1727], [8.3852, 4.5709, 2.4914], [9.7630, 3.6771, 1.8253], [8.8726, 3.0568, 3.2325], [6.0620, 5.4961, 2.3486], [4.9253, 5.2740, 0.9979], [6.6214, 4.9611, 0.7412], [-2.2282, 7.1254, 7.9638], [-2.6926, 6.0136, 7.8219], [-2.6954, 5.4298, 6.6115], [-3.0344, 4.0523, 6.3753], [-4.5312, 3.8835, 6.2106], [-3.3596, 5.3093, 8.9708], [-2.6211, 3.4060, 7.1537], [-2.5380, 3.7687, 5.4441], [-5.0707, 4.1678, 7.1171], [-4.7774, 2.8458, 5.9729], [-4.9013, 4.5261, 5.4073], [-4.4007, 5.6289, 9.0335], [-2.8428, 5.5867, 9.8921], [-3.3080, 4.2242, 8.9081], [-4.6023, 1.8356, -5.3518], [-5.2443, 2.6688, -5.9583], [-4.6175, 3.6692, -6.6012], [-5.2611, 4.5818, -7.5040], [-5.8703, 5.7490, -6.7541], [-6.7468, 2.6555, -5.9210], [-5.9864, 4.0637, -8.1364], [-4.4800, 4.9534, -8.1721], [-6.6503, 5.4206, -6.0639], [-6.3062, 6.4689, -7.4508], [-5.1097, 6.2558, -6.1544], [-7.0895, 3.1834, -5.0297], [-7.0813, 1.6170, -5.8740], [-7.2103, 3.0844, -6.8070], [2.7977, -7.9263, -3.5009], [2.6229, -8.8339, -2.7145], [1.7118, -8.7118, -1.7333], [1.2874, -9.7878, -0.8813], [2.2144, -9.9371, 0.3078], [3.4837, -10.0653, -2.7604], [1.1756, -10.7163, -1.4465], [0.2887, -9.5213, -0.5261], [3.2296, -10.1925, -0.0031], [1.8530, -10.7172, 0.9820], [2.2798, -8.9965, 0.8610], [4.4002, -9.8850, -2.1968], [3.7377, -10.2696, -3.8027], [2.9887, -10.9593, -2.3871]]
}

(2)
{
  "formula": "C32H54O13P",
  "method": "the ωB97M-V functional and the def2-TZVPD basis",
  "e_above_lowest_kj_mol": 0.0,
  "energy_ev": -69964.2271,
  "e_homo_ev": -3.5,
  "total_charge": -1,
  "species": ["C", "C", "C", "C", "C", "C", "P", "C", "C", "C", "C", "O", "C", "C", "C", "C", "C", "C", "C", "C", "C", "C", "H", "H", "H", "H", "H", "H", "H", "H", "H", "H", "H", "H", "H", "H", "H", "H", "H", "H", "H", "H", "H", "H", "H", "H", "H", "H", "H", "H", "H", "H", "H", "H", "H", "H", "H", "H", "H", "H", "C", "C", "O", "C", "O", "O", "H", "H", "H", "H", "C", "C", "O", "C", "O", "O", "H", "H", "H", "H", "C", "C", "O", "C", "O", "O", "H", "H", "H", "H", "C", "C", "O", "C", "O", "O", "H", "H", "H", "H"],
  "positions_angstrom": [[-0.6754, 2.0443, 5.6783], [0.3337, 2.5975, 4.6580], [1.8094, 2.3669, 5.0176], [2.4430, 1.0786, 4.5018], [1.8199, -0.2412, 5.0088], [1.6669, -1.3397, 3.9427], [0.3196, -0.9888, 2.6127], [-0.0960, -2.8846, 2.4868], [-0.8338, -3.2767, 1.2123], [-2.3286, -2.9548, 1.2552], [1.6277, -1.1108, 1.1789], [1.1151, -0.6999, -0.1263], [1.9548, 0.1006, -0.8422], [3.2176, -0.3805, -1.1875], [4.1151, 0.3898, -1.9354], [5.4750, -0.1674, -2.2923], [3.7230, 1.6708, -2.3275], [2.4519, 2.1406, -1.9852], [1.5343, 1.3756, -1.2509], [0.1505, 1.9139, -0.9629], [-0.9463, 0.8796, -1.3354], [-0.0011, 2.4240, 0.4740], [-0.2774, 2.0524, 6.6894], [-0.9231, 1.0232, 5.4006], [-1.6095, 2.6010, 5.6238], [0.1251, 2.1208, 3.7031], [0.1744, 3.6710, 4.5490], [2.3698, 3.1908, 4.5657], [1.9517, 2.4827, 6.0941], [2.4724, 1.0622, 3.4155], [3.4826, 1.0907, 4.8392], [0.8795, -0.1023, 5.5350], [2.5170, -0.6483, 5.7479], [2.6673, -1.5258, 3.5295], [1.3892, -2.2442, 4.4850], [0.5700, 0.4426, 2.6684], [-0.7613, -0.7098, 1.6418], [-0.6777, -0.8516, 3.7151], [-0.7245, -3.1745, 3.3345], [0.8180, -3.4779, 2.5831], [-0.7445, -4.3613, 1.0713], [-0.4079, -2.8189, 0.3175], [-2.5314, -1.9674, 1.6566], [-2.6978, -2.9559, 0.2242], [-2.9020, -3.7126, 1.7880], [2.0237, -2.1280, 1.1162], [2.4358, -0.4264, 1.4400], [3.5323, -1.3656, -0.8715], [5.3621, -1.0695, -2.8915], [6.0556, -0.3797, -1.4007], [5.9989, 0.5486, -2.9190], [4.3674, 2.3090, -2.9164], [2.1870, 3.1367, -2.3098], [0.0242, 2.7591, -1.6282], [-1.3822, 0.4309, -0.4481], [-0.5050, 0.0687, -1.9056], [-1.6964, 1.3443, -1.9753], [0.9321, 2.7781, 0.9004], [-0.4369, 1.6436, 1.0894], [-0.7177, 3.2459, 0.4820], [-5.6102, -0.9864, 0.5669], [-6.8583, -1.6753, 0.0586], [-6.7174, -2.9923, 0.5934], [-5.9017, -2.9232, 1.6820], [-5.7217, -3.8214, 2.4358], [-5.3387, -1.6981, 1.7757], [-5.7560, 0.0704, 0.7751], [-4.7594, -1.1055, -0.1062], [-7.7732, -1.2296, 0.4560], [-6.9188, -1.7098, -1.0264], [-1.5567, 6.9025, -0.8929], [-1.3528, 7.4838, -2.2770], [-0.1002, 6.9160, -2.6639], [0.0862, 5.7736, -1.9496], [0.9451, 4.9832, -2.1563], [-0.8463, 5.6675, -0.9765], [-2.6006, 6.7237, -0.6489], [-1.1052, 7.5153, -0.1105], [-2.1197, 7.1589, -2.9830], [-1.2967, 8.5695, -2.2843], [3.9402, -0.4280, -5.6368], [4.4905, 0.9804, -5.6460], [5.0420, 1.0845, -6.9675], [4.4102, 0.1880, -7.7603], [4.5202, 0.1382, -8.9433], [3.6380, -0.6423, -7.0236], [3.0484, -0.5354, -5.0253], [4.6812, -1.1647, -5.3226], [3.7089, 1.7318, -5.5270], [5.2577, 1.1431, -4.8992], [-3.7017, -5.9996, -1.1020], [-3.2791, -7.0985, -2.0537], [-3.2489, -6.4181, -3.3116], [-3.0702, -5.0910, -3.0698], [-2.8392, -4.2824, -3.9062], [-3.1975, -4.8310, -1.7494], [-3.2704, -6.0961, -0.1090], [-4.7865, -5.9136, -1.0138], [-2.2795, -7.4783, -1.8347], [-3.9789, -7.9299, -2.0880]]
}

(3)
{
  "formula": "C32H55BCrN10SSi",
  "method": "the ωB97M-V functional and the def2-TZVPD basis",
  "e_above_lowest_kj_mol": 35.3,
  "energy_ev": -96788.6527,
  "spin_multiplicity": 5,
  "e_homo_ev": [-7.9, -8.2],
  "total_charge": 0,
  "species": ["Cr", "C", "C", "C", "C", "N", "N", "B", "N", "N", "C", "C", "C", "C", "C", "C", "C", "C", "N", "N", "C", "C", "C", "C", "C", "C", "C", "C", "C", "C", "C", "C", "H", "H", "H", "H", "H", "H", "H", "H", "H", "H", "H", "H", "H", "H", "H", "H", "H", "H", "H", "H", "H", "H", "H", "H", "H", "H", "H", "H", "H", "H", "H", "H", "H", "H", "H", "H", "H", "H", "H", "H", "C", "C", "N", "N", "C", "S", "N", "N", "H", "H", "H", "H", "H", "H", "C", "Si", "C", "C", "C", "C", "H", "H", "H", "H", "H", "H", "H", "H", "H"],
  "positions_angstrom": [[10.5108, 12.9851, 12.8807], [10.5248, 8.6628, 16.3901], [10.2256, 8.9837, 14.9521], [10.2373, 8.0737, 13.9025], [9.7843, 8.8438, 12.7884], [9.5618, 10.1187, 13.2012], [9.7966, 10.1622, 14.5440], [9.6562, 11.3763, 15.4827], [11.1181, 12.0324, 15.7126], [11.7611, 12.5847, 14.6787], [12.9271, 13.0573, 15.1629], [13.0027, 12.7613, 16.5140], [11.8425, 12.1131, 16.8388], [11.3492, 11.6271, 18.1067], [13.8573, 13.8165, 14.2578], [15.2186, 14.1327, 14.8836], [13.1491, 15.0850, 13.7414], [14.0625, 12.8617, 13.0235], [8.7436, 12.4450, 15.0614], [9.2286, 13.6851, 14.6556], [8.2042, 14.5318, 14.6551], [7.0600, 13.8509, 14.9540], [7.3905, 12.5486, 15.1623], [6.5586, 11.4834, 15.7727], [8.3699, 16.0476, 14.4976], [7.4131, 16.6168, 13.4589], [9.8264, 16.3382, 14.2213], [7.9891, 16.5956, 15.9431], [9.5832, 8.3828, 11.3078], [10.9194, 8.2790, 10.5844], [8.6748, 9.3659, 10.6397], [8.8688, 7.0447, 11.2969], [11.1951, 9.4136, 16.8405], [11.0913, 7.7080, 16.3966], [9.7078, 8.5068, 17.0467], [10.6126, 7.0304, 14.0342], [9.2715, 11.1021, 16.6162], [13.8060, 13.0099, 17.2194], [12.1103, 11.5795, 18.9182], [10.7126, 10.7457, 18.1107], [10.7201, 12.3403, 18.5757], [15.1747, 14.5022, 15.9434], [15.7901, 14.8501, 14.3449], [15.8818, 13.2841, 14.9693], [12.9382, 15.8014, 14.5347], [12.2108, 14.9220, 13.2052], [13.8264, 15.5142, 13.0071], [14.4163, 11.9252, 13.4228], [14.8414, 13.2300, 12.2436], [13.1244, 12.5877, 12.5098], [6.0662, 14.3115, 15.0835], [5.5333, 11.8506, 15.9016], [7.0090, 11.0370, 16.5871], [6.3981, 10.6398, 15.0582], [7.6192, 16.0688, 12.5621], [7.6345, 17.6957, 13.3096], [6.3250, 16.5265, 13.6082], [10.1980, 15.9596, 13.3283], [10.3424, 16.0094, 15.0947], [9.9417, 17.4099, 14.2087], [6.8940, 16.2876, 16.1809], [7.9441, 17.6944, 16.0484], [8.6252, 16.2288, 16.7572], [11.4313, 9.1546, 10.3813], [10.6820, 7.8989, 9.5826], [11.5499, 7.5255, 11.0147], [8.5745, 9.2115, 9.5470], [7.6540, 9.3821, 11.1180], [9.0478, 10.3567, 10.6190], [9.6173, 6.2720, 11.5684], [8.5893, 6.8348, 10.2236], [8.0924, 6.9013, 12.0160], [6.0120, 11.6857, 10.7284], [6.9473, 12.8261, 10.3086], [6.8768, 13.5409, 9.2184], [7.9729, 14.3741, 9.1829], [8.6696, 14.3040, 10.2838], [9.8714, 15.2416, 10.9418], [8.0996, 13.2154, 10.9408], [8.4910, 12.6280, 12.1570], [6.6128, 10.9821, 11.3721], [5.5987, 11.2106, 9.8738], [5.2145, 12.0754, 11.4333], [8.0588, 15.0787, 8.5422], [8.6387, 11.6094, 12.0991], [7.8617, 12.9712, 12.9224], [10.8961, 10.5672, 7.2982], [12.2919, 11.3002, 8.3135], [13.8093, 10.2071, 8.3815], [12.8992, 12.8540, 7.3418], [11.6581, 11.7357, 9.9942], [11.2987, 12.1180, 11.1367], [10.0856, 11.2587, 7.0638], [10.3700, 9.7059, 7.7453], [11.2867, 10.3610, 6.3216], [14.0430, 9.9166, 7.3438], [13.6222, 9.2974, 8.9644], [14.8121, 10.5372, 8.7648], [13.4474, 12.5793, 6.3937], [13.8875, 13.1432, 8.0420], [12.2548, 13.6354, 7.2696]]
}

(4)
{
  "formula": "C32H55BiClN3O2P",
  "method": "the ωB97M-V functional and the def2-TZVPD basis",
  "e_above_lowest_kj_mol": 919.5,
  "energy_ev": -70281.9540,
  "e_homo_ev": [-0.6, -0.2],
  "total_charge": -1,
  "species": ["Bi", "Cl", "N", "N", "C", "C", "C", "C", "C", "C", "H", "H", "H", "H", "H", "H", "C", "C", "C", "C", "H", "H", "H", "H", "H", "H", "O", "H", "H", "O", "H", "H", "C", "C", "C", "H", "H", "C", "C", "H", "C", "C", "C", "C", "H", "C", "H", "H", "H", "H", "H", "H", "H", "H", "C", "C", "C", "C", "P", "N", "C", "C", "C", "C", "C", "C", "C", "C", "H", "H", "H", "H", "H", "H", "H", "H", "H", "H", "H", "H", "H", "H", "H", "H", "H", "H", "H", "H", "H", "H", "H", "H", "H", "H", "H"],
  "positions_angstrom": [[0.0009, 0.0994, 0.0494], [0.3152, -2.2878, -0.9821], [-0.2183, -0.8424, 1.9763], [0.0488, 0.8430, -1.9837], [0.6632, -0.5982, 2.9792], [1.1503, 1.3450, -2.5744], [-1.4546, -1.4338, 2.4643], [-1.2888, -1.1800, 3.9522], [-1.4066, -2.9051, 2.0580], [-2.6676, -0.7615, 1.8630], [-0.3694, -3.2668, 2.0900], [-1.8001, -3.0463, 1.0448], [-2.0095, -3.4460, 2.7912], [-2.7704, 0.2459, 2.2690], [-3.5727, -1.3433, 2.0593], [-2.5534, -0.6507, 0.7808], [-1.0965, 0.9297, -2.8773], [-0.4416, 1.2599, -4.1803], [-1.9059, 2.1259, -2.4063], [-1.9125, -0.3588, -2.8358], [-1.2731, -1.2085, -3.0664], [-2.6790, -0.2625, -3.6103], [-2.3753, -0.5417, -1.8514], [-1.3058, 3.0568, -2.2347], [-2.2559, 1.7938, -1.4441], [-2.7870, 2.2835, -3.0554], [0.9310, 1.6998, -3.8168], [-0.9195, 2.0799, -4.6852], [-0.3450, 0.3658, -4.7674], [0.1708, -0.9076, 4.1491], [-1.5382, -2.0440, 4.5428], [-1.7993, -0.2682, 4.2695], [2.0222, -0.0322, 2.7992], [2.4784, 1.5235, -1.9290], [2.8117, 0.4654, -0.9133], [2.4530, 2.5169, -1.4536], [3.1970, 1.5225, -2.7667], [2.4337, 0.7033, 0.4376], [2.5940, -0.2993, 1.4337], [2.0557, 1.6929, 0.7228], [3.2212, -1.5040, 1.0851], [3.6385, -1.6893, -0.2303], [3.3473, -2.6118, 2.0919], [3.4330, -0.7488, -1.2366], [4.1014, -2.6411, -0.4996], [3.7648, -1.0718, -2.6658], [4.3201, -2.0143, -2.7027], [4.3741, -0.2867, -3.1304], [2.8453, -1.1960, -3.2574], [3.7929, -2.2591, 3.0302], [3.9772, -3.4058, 1.6784], [2.3621, -3.0463, 2.3188], [2.6230, -0.4995, 3.5990], [1.9390, 1.0533, 2.9804], [-1.5280, 5.0170, 0.7207], [-1.3267, 3.6436, 1.3568], [0.0884, 3.2358, 0.9888], [-1.4248, 3.4072, 2.8670], [-2.5986, 2.5609, 0.5936], [-1.6877, 1.2488, 0.7135], [-4.2862, 3.0887, 1.7215], [-5.7297, 2.9829, 1.2003], [-4.2292, 2.1890, 2.9554], [-4.1898, 4.5875, 2.0189], [-4.0967, 1.4143, -1.1512], [-4.5807, 2.8303, -1.4437], [-4.4631, 0.5982, -2.3032], [-4.4845, 0.5495, 0.0007], [-0.9100, 5.6347, 1.3540], [-2.5229, 5.4428, 0.6339], [-1.1265, 4.9783, -0.2947], [0.7080, 4.0226, 1.4110], [0.3366, 2.2940, 1.4899], [0.2435, 3.1616, -0.0906], [-0.6006, 4.0032, 3.2466], [-2.3055, 3.7175, 3.4364], [-1.1979, 2.3513, 3.1372], [-6.1171, 1.9950, 0.9742], [-6.3114, 3.3162, 2.0666], [-5.9805, 3.6901, 0.4043], [-3.2825, 1.9933, 3.4563], [-4.8459, 2.7284, 3.6703], [-4.7274, 1.2199, 2.8259], [-3.2899, 5.0068, 2.4668], [-4.4546, 5.1884, 1.1349], [-4.9806, 4.7546, 2.7472], [-4.3150, 3.7528, -0.8914], [-4.4451, 3.1006, -2.5075], [-5.6319, 2.6070, -1.3086], [-5.5446, 0.6852, -2.1689], [-4.2338, 0.9965, -3.3068], [-4.2832, -0.5025, -2.2388], [-4.2163, -0.5289, -0.1707], [-4.2906, 0.8097, 1.0298], [-5.5412, 0.6019, -0.1771]]
}

> Number 2 is which compound?

C32H54O13P